Computed, not measured: C11H13Cl2NO2 in the gas phase, with ωB97M-V/def2-TZVPD.

Its relative energy (zero: lowest compared OMol25 entry of this formula, charge and spin) is 17.3 kJ/mol. The SMILES is COC[C@H](C)NC(=O)c1ccc(Cl)c(Cl)c1. Its net charge is 0. The orbital gap comes out at 9.868 eV.

```
29
Properties=species:S:1:pos:R:3:mulliken_charge:R:1
C 0.44 4.54 1.38 -0.675
O 0.71 3.25 1.88 -0.347
C 0.07 2.19 1.20 -0.752
C 1.10 1.24 0.56 0.291
C 1.96 1.95 -0.48 -1.624
N 0.42 0.11 -0.04 -0.195
C 0.38 -1.11 0.53 0.323
O 0.93 -1.38 1.58 -0.641
C -0.40 -2.14 -0.24 0.485
C -0.47 -2.15 -1.63 -0.487
C -1.18 -3.14 -2.28 -0.707
C -1.84 -4.12 -1.56 0.309
Cl -2.74 -5.34 -2.38 -0.190
C -1.76 -4.12 -0.16 0.150
Cl -2.56 -5.34 0.75 -0.196
C -1.03 -3.14 0.48 -0.506
H 1.01 5.23 2.00 0.244
H -0.63 4.79 1.45 0.305
H 0.76 4.65 0.34 0.299
H -0.52 1.63 1.93 0.314
H -0.61 2.58 0.42 0.413
H 1.73 0.84 1.36 0.332
H 2.49 2.77 -0.01 0.405
H 2.68 1.26 -0.91 0.408
H 1.34 2.35 -1.28 0.352
H -0.14 0.30 -0.86 0.326
H 0.06 -1.41 -2.22 0.438
H -1.24 -3.16 -3.36 0.425
H -0.95 -3.14 1.56 0.501
```